# 1
C37H51N11NdO4S | ωB97M-V with the def2-TZVPD basis set

Multiplicity   4
Highest occupied orbital energy (spin up / spin down)   -15.3017 / -15.3017 eV
Charge   +3
Orbital gap (spin up / spin down)   7.770 / 7.815 eV

Positions of all 105 atoms, in Å:
Nd  -0.082  0.467  -0.429
O  4.438  -4.035  3.096
C  4.992  -3.305  2.029
C  3.932  -2.380  1.498
C  4.090  -1.744  0.270
C  3.086  -0.921  -0.183
N  1.960  -0.679  0.506
C  1.820  -1.262  1.713
C  2.772  -2.129  2.221
C  0.584  -0.950  2.491
C  0.598  -0.967  3.872
C  -0.564  -0.664  4.576
C  -0.570  -0.666  6.080
O  0.737  -0.359  6.514
C  -1.712  -0.380  3.850
C  -1.645  -0.392  2.472
N  -0.523  -0.639  1.791
H  5.105  -4.616  3.478
H  5.343  -3.951  1.218
H  5.843  -2.692  2.348
H  4.978  -1.894  -0.331
H  3.183  -0.430  -1.146
H  2.622  -2.629  3.166
H  1.505  -1.183  4.418
H  -0.886  -1.661  6.416
H  -1.311  0.052  6.440
H  0.802  -0.508  7.464
H  -2.651  -0.158  4.340
H  -2.538  -0.203  1.883
C  -3.159  4.227  -3.842
N  -3.047  3.361  -2.661
C  -4.092  3.483  -1.635
C  -2.039  2.516  -2.458
N  -1.821  1.890  -1.323
N  -1.230  2.293  -3.568
C  0.015  1.713  -3.679
N  0.484  1.708  -4.940
N  0.673  1.215  -2.671
H  -3.718  5.113  -3.560
H  -3.692  3.733  -4.658
H  -2.181  4.568  -4.175
H  -4.915  4.050  -2.058
H  -3.723  4.000  -0.749
H  -4.475  2.495  -1.371
H  -2.488  2.237  -0.637
H  -1.631  2.603  -4.437
H  0.006  2.160  -5.701
H  1.415  1.377  -5.130
H  1.579  0.890  -2.997
C  2.520  -6.750  -1.265
C  1.511  -5.665  -0.909
C  1.807  -4.387  -1.678
N  0.770  -3.357  -1.486
C  -0.152  -2.911  -2.323
S  -1.259  -1.663  -1.833
N  -0.277  -3.397  -3.563
C  -0.044  -4.819  -3.927
O  -0.467  -5.654  -3.185
C  0.664  -5.053  -5.191
C  0.665  -6.358  -5.687
C  1.339  -6.642  -6.860
C  2.019  -5.631  -7.530
C  2.022  -4.331  -7.036
C  1.340  -4.038  -5.867
H  2.378  -7.633  -0.644
H  3.549  -6.410  -1.125
H  2.406  -7.056  -2.307
H  1.544  -5.455  0.165
H  0.500  -5.993  -1.144
H  1.932  -4.584  -2.744
H  2.749  -3.948  -1.342
H  0.617  -3.065  -0.531
H  -1.023  -2.963  -4.094
H  0.131  -7.130  -5.150
H  1.336  -7.649  -7.254
H  2.549  -5.856  -8.446
H  2.555  -3.555  -7.567
H  1.333  -3.029  -5.475
C  -4.936  4.830  3.635
C  -3.877  5.874  3.322
N  -2.518  5.307  3.356
C  -1.832  5.329  4.656
C  -1.309  6.705  5.035
C  -2.095  4.660  2.267
O  -2.774  4.504  1.250
C  -0.709  4.058  2.223
C  0.483  4.708  2.505
C  1.686  4.073  2.224
C  1.663  2.829  1.626
N  0.513  2.209  1.314
C  -0.632  2.815  1.630
H  -5.919  5.299  3.680
H  -4.753  4.356  4.601
H  -4.960  4.061  2.863
H  -3.905  6.682  4.051
H  -4.035  6.308  2.338
H  -1.027  4.597  4.643
H  -2.550  4.984  5.402
H  -0.499  7.030  4.381
H  -0.930  6.689  6.057
H  -2.094  7.459  4.988
H  0.475  5.702  2.932
H  2.633  4.546  2.444
H  2.580  2.316  1.366
H  -1.558  2.300  1.390


# 2
C5H6O2 | ωB97M-V with the def2-TZVPD basis set

Relative energy (zero: lowest compared OMol25 entry of this formula, charge and spin)   15.8 kcal/mol
Multiplicity   1
SMILES   O=C1CC=C(O)C1
Highest occupied orbital energy   -8.8924 eV
Charge   0
Orbital gap   9.615 eV

Positions of all 13 atoms, in Å:
O  0.114  1.574  2.074
C  0.018  0.901  1.080
C  0.675  1.216  -0.271
C  0.304  0.029  -1.102
C  -0.287  -0.915  -0.366
O  -0.448  -2.203  -0.745
C  -0.759  -0.420  0.970
H  1.763  1.281  -0.123
H  0.351  2.187  -0.655
H  0.200  -2.300  -1.459
H  0.503  -0.084  -2.163
H  -0.600  -1.078  1.830
H  -1.835  -0.188  0.931